Density functional theory data (ωB97M-V/def2-TZVPD) for a 9-piece molecular cluster, C54H120N6O9 overall.

Geometry as XYZ:
```
189
Properties=species:S:1:pos:R:3:forces:R:3:mulliken_charge:R:1
O 1.132035 12.551218 -24.549986 -0.0562 0.4069 0.4778 -0.513
O 5.441240 20.480092 -12.049665 -0.1995 -0.0428 -0.1920 -0.494
O 2.155673 27.252865 -22.558034 0.2153 0.7487 0.5590 -0.527
O 5.659503 18.679482 -21.138736 0.5245 0.3318 0.1237 -0.587
O 1.000297 18.842265 -17.050478 0.6549 -0.3311 0.1549 -0.264
O -1.931997 19.870205 -15.324162 0.1585 0.0120 0.1417 -0.577
O -3.712506 20.357310 -18.420839 -0.0402 0.1323 -0.0442 -0.854
O -5.521919 20.981887 -20.714894 -0.6003 0.2969 -0.2064 -0.689
O -3.723605 23.002116 -17.859236 0.2336 0.2351 0.2908 -0.599
N 1.935264 26.366992 -21.482331 -0.5803 -1.1384 0.2816 0.397
N 0.205862 18.980837 -18.176992 -2.2737 0.1998 -1.8651 0.995
N -4.905053 20.341044 -21.801526 1.3017 -0.8812 0.7546 1.564
N -0.048084 13.336140 -24.740210 -0.4402 -0.2208 -1.1385 0.205
N 5.331945 17.324950 -21.081049 -1.4165 -1.4742 1.1440 1.291
N 5.166642 20.687942 -13.420604 -0.4739 0.0194 -2.0169 0.153
C 7.452973 21.424579 -13.885858 -0.6938 1.0557 -0.8128 -1.896
C -0.924163 12.518705 -22.486710 -0.2540 0.7454 -0.3283 -1.855
C 5.063450 16.776186 -22.395019 1.5654 -1.0286 -1.3782 1.054
C -0.850207 12.641192 -25.761179 -1.0371 -0.0970 -0.8052 1.306
C -0.328146 27.216128 -21.114968 -0.0695 0.5375 0.4501 -2.007
C 0.524761 20.188434 -18.969092 0.6673 0.2971 -0.0454 3.097
C 1.152251 17.029370 -19.512858 0.2050 0.5135 0.6156 -1.610
C -2.791942 13.965571 -24.820033 -0.6206 -0.3662 1.1663 -1.219
C 5.609354 15.061185 -19.955387 1.3121 1.6057 -0.7510 -1.269
C 2.856358 24.595924 -20.063547 0.0690 -2.2200 -1.2107 -1.200
C -6.990193 19.084037 -22.464923 -0.0163 -0.6581 -0.4320 -1.919
C -4.184099 19.193776 -24.286993 0.1634 -0.0536 -0.3122 -0.922
C 4.514601 15.342598 -22.188710 1.0738 0.3823 0.4865 -0.518
C 3.166624 25.642341 -21.134661 1.4664 1.5302 2.0517 1.850
C 6.377971 16.782179 -23.262435 -0.6579 0.7904 -0.7533 -1.929
C -1.135046 18.027220 -19.989491 0.7721 0.1884 -1.7490 -1.172
C 7.652172 16.644944 -20.312512 0.3883 -0.5172 0.4441 -1.935
C 3.854128 20.077345 -13.834757 0.2900 0.0100 1.0366 2.192
C 2.046469 25.042708 -18.924042 -1.0503 1.8847 0.6639 -0.836
C -0.063284 12.503838 -27.093248 -0.3055 0.8006 0.0541 -1.917
C -1.329229 11.214995 -25.368382 0.6779 -0.1487 -0.1220 -1.719
C -0.743282 16.742441 -17.934189 0.5930 0.5001 0.8613 -2.071
C -0.061170 17.721579 -18.921596 -1.1427 -0.1535 0.7162 2.022
C 1.016004 26.897810 -20.413947 -0.1043 -0.4655 -0.3087 1.736
C 0.747955 25.717557 -19.456901 0.7221 -0.6183 0.4614 -1.314
C 6.072699 20.474256 -15.777466 0.4357 0.9815 0.5760 -1.892
C -2.066685 13.557483 -26.082637 0.1469 -0.0429 1.1337 -0.934
C -0.805515 19.194675 -20.956962 0.5111 -0.3623 1.2667 0.408
C 3.754285 18.580836 -13.561577 0.9010 -1.0354 -0.0390 -1.864
C 4.785244 19.831757 -16.217037 -0.1618 0.3782 0.2314 -0.001
C 6.129290 16.554359 -20.060647 -0.5294 0.1402 -0.1882 1.994
C 5.855259 17.194516 -18.709192 0.4297 1.3591 0.3064 -2.534
C -5.483307 18.107470 -20.804581 0.9113 0.5443 0.5630 -1.668
C 4.292149 26.569264 -20.499318 -0.7721 0.4288 -0.7280 -1.757
C 3.802182 25.002324 -22.327327 0.0950 -1.7152 -1.2991 -2.004
C 1.981202 20.182387 -19.441062 0.1562 -0.3628 0.3961 -1.863
C -4.628352 18.312745 -23.105773 -0.9088 0.4904 -1.0922 -0.874
C 0.416190 14.622005 -22.806501 0.0562 1.2579 -0.0235 -2.798
C -1.914281 14.549105 -23.715317 0.4582 -0.3358 -0.3951 -1.155
C -0.632793 13.729196 -23.440974 0.1180 -1.1114 0.3331 3.018
C 3.614781 20.347241 -15.307174 2.0141 -1.5616 -1.1111 -1.000
C 1.488387 28.097800 -19.557939 0.0500 0.3711 -1.1192 -1.809
C -5.805700 21.754243 -23.724092 -0.3999 0.6902 0.0498 -1.861
C -5.478528 19.027490 -22.045380 -0.8993 -0.2625 0.1934 1.426
C -4.605767 21.239495 -22.883800 0.3110 1.4962 -0.9742 0.876
C -3.816829 22.499527 -22.379808 -0.8786 -0.8197 0.6028 -1.633
C 3.984049 17.565666 -23.125958 -0.7402 0.3581 0.7946 -1.450
C 5.480723 14.486228 -21.353689 -1.5128 0.7672 0.5678 -0.903
C -3.634944 20.572683 -23.893597 -1.4354 -1.1888 0.9324 -0.831
C -0.429226 20.411665 -20.143444 -1.2468 0.0516 -0.5506 -1.758
C 7.056799 19.021007 -13.970455 -0.7662 -0.4983 0.2886 -1.717
C 0.351936 21.369240 -18.068193 -0.4285 0.6176 1.2157 -1.539
C 6.357466 20.394312 -14.262365 1.8187 -0.8700 0.8123 1.729
C 2.734525 20.807986 -13.100582 -0.6498 0.2437 0.1710 -1.847
H 1.771383 13.262176 -24.430811 0.3685 -0.2948 -0.1274 0.344
H -5.501510 22.629152 -24.304348 0.2704 -0.0754 -0.0745 0.475
H -7.415793 18.076360 -22.488187 0.3174 -0.2192 0.0323 0.528
H -3.590696 23.079612 -23.271825 0.3873 0.1421 0.2234 0.464
H 2.048922 19.632093 -20.378807 0.4646 0.1407 -0.0334 0.212
H -1.238126 12.879588 -21.505154 0.0176 0.1969 -0.0153 0.447
H -6.049201 18.516194 -19.967091 -0.4053 -0.0610 -0.2498 0.429
H -1.837344 20.657984 -15.865870 0.0336 -0.0527 -0.1373 0.292
H -4.486597 17.960143 -20.376993 0.2341 0.1606 -0.2790 0.121
H 0.954024 21.255382 -17.164952 0.0811 0.1059 -0.0264 0.264
H 7.099932 22.381723 -14.283166 -0.0687 0.2751 0.4962 0.463
H 2.209606 28.688878 -20.124776 0.0500 0.0500 0.0781 0.347
H -0.697517 21.413978 -17.761597 -0.0466 0.0735 0.1018 0.001
H -0.450929 10.705964 -24.966136 -0.1680 -0.0780 0.3639 0.357
H 1.808764 20.255148 -13.273506 -0.1012 0.1327 -0.1540 0.314
H 4.947272 13.541072 -21.238972 0.9740 -0.6062 -0.4473 0.480
H 6.351885 18.169634 -18.663361 0.0992 0.0511 -0.0799 0.565
H 4.014027 27.021035 -19.546972 -0.0718 -0.2206 0.0536 0.346
H 6.423778 14.553475 -19.434742 -0.2067 -0.1908 0.2601 0.478
H 4.538993 20.141216 -17.235129 0.1055 0.0239 -0.0871 0.330
H 4.702942 15.015303 -19.352901 -0.1110 0.0286 -0.1574 0.432
H 0.858756 15.302928 -23.540570 -0.0551 -0.2165 -0.3863 0.531
H -1.712106 19.362202 -21.538677 0.2272 0.2067 -0.3050 -0.386
H -2.879073 19.785275 -15.181291 -0.0477 -0.0905 -0.0808 0.298
H -1.013190 27.646765 -20.380410 -0.0685 -0.3497 0.2295 0.458
H 4.969939 19.074178 -20.594766 0.0427 0.2335 -0.0800 0.327
H 7.973924 17.579087 -20.771178 -0.3290 0.0288 -0.1226 0.314
H -0.096202 16.558817 -17.072010 0.2754 -0.1215 -0.1607 0.446
H 8.082929 15.809469 -20.867519 -0.2827 0.0361 -0.3325 0.374
H 3.311938 24.056642 -22.587152 -0.6762 0.2855 -0.2175 0.382
H 7.645242 21.502867 -12.817824 -0.1826 -0.1309 -0.0016 0.379
H 0.819109 16.017882 -19.739239 0.4962 -0.0090 -0.5773 0.548
H 8.412926 21.314995 -14.392334 -0.0795 -0.6583 -0.0534 0.389
H 4.453896 27.402894 -21.186230 0.1512 0.0035 -0.0368 0.412
H -1.617602 17.208874 -17.477032 -0.2709 -0.0851 -0.3708 0.430
H -2.945453 22.192894 -21.797692 0.3317 -0.1126 -0.4568 0.050
H 4.842685 18.743156 -16.268536 -0.0910 -0.0555 0.3416 0.076
H -7.648501 19.585862 -21.756391 0.4212 0.5134 0.0165 0.302
H 3.867838 25.609916 -23.227805 -0.1849 0.2340 0.1932 0.458
H -7.156213 19.445835 -23.479514 0.0822 0.3536 0.1370 0.336
H 3.578437 15.435282 -21.633602 -0.1956 -0.0987 -0.1730 -0.021
H -2.773732 12.960593 -26.658599 0.1838 0.3435 -0.5890 0.445
H -3.599956 21.315447 -18.288138 -0.2576 -0.2128 -0.1686 0.369
H -4.954052 20.741380 -19.972755 0.1613 0.0113 0.3249 0.445
H -5.390585 17.642562 -23.511194 0.6016 -0.6984 -0.1246 0.430
H 5.231649 26.029525 -20.392007 -0.0774 -0.0920 0.0555 0.403
H -1.753808 11.940869 -22.886911 0.1263 -0.1911 0.1245 0.394
H 0.122474 24.989000 -19.977409 0.1331 -0.2035 -0.0066 0.381
H 4.215692 18.624529 -23.236190 0.0602 -0.0198 0.1463 0.395
H 6.472479 14.550242 -21.797136 -0.0934 -0.9992 -0.2356 0.287
H 0.748560 11.780487 -27.070898 0.0395 0.1225 0.1144 0.358
H -1.736881 14.492191 -26.539051 0.0949 -0.3046 -0.6220 0.362
H -0.785151 26.319604 -21.532094 0.1213 -0.0271 -0.0622 0.404
H 2.297263 23.779684 -20.540964 -0.1471 0.0401 -0.2709 0.155
H 6.145275 16.638857 -24.321467 -0.1556 -0.5514 0.0415 0.490
H 1.932955 16.992475 -18.749367 -0.0155 -0.2212 0.0728 0.321
H -0.047013 11.895006 -22.323089 -0.0082 -0.0427 -0.2926 0.357
H 0.268725 13.492174 -27.421193 0.5841 0.0050 0.4193 0.446
H 1.583985 17.615519 -20.322885 -0.1394 -0.5150 -0.4189 -0.212
H 2.800449 18.121531 -13.824747 -0.2624 0.4138 0.1645 0.355
H -3.629707 14.656036 -24.944915 0.1533 0.1599 -0.5933 0.399
H -5.825392 17.108474 -21.071512 -0.2867 0.1238 -0.0704 0.447
H -6.646014 22.141511 -23.144293 0.0661 -0.3149 0.3705 0.331
H -3.423274 18.673154 -24.873843 0.0724 -0.1549 0.1147 0.362
H -4.368956 23.104205 -21.658559 -0.4004 0.0441 -0.3314 0.362
H -2.149109 18.106854 -19.596885 0.1217 0.2101 0.3496 0.061
H 2.614369 21.815316 -13.503335 -0.0049 0.0051 -0.0682 0.432
H 0.042402 18.930068 -21.592750 -0.2043 -0.2630 -0.2443 0.439
H -3.308255 13.093995 -24.403321 0.1632 -0.2079 0.0392 0.371
H -2.686845 20.423502 -23.375897 0.2728 0.3242 -0.3686 0.306
H 0.355022 18.796660 -16.334075 0.0070 0.1265 0.1066 0.268
H 4.024393 18.292933 -12.544350 -0.3012 0.3625 0.1905 0.391
H -2.164930 11.150165 -24.675108 0.1307 0.2082 0.1033 0.293
H 2.549543 19.696433 -18.644444 0.1913 -0.2667 -0.2395 0.032
H 6.015989 21.524552 -16.082068 -0.0862 0.1855 0.2494 0.352
H 2.860694 19.659022 -15.687978 -1.0741 0.9590 0.3704 -0.199
H 3.643385 17.211636 -24.099196 0.6284 -0.4472 -0.0658 0.410
H 7.022811 18.798133 -12.902564 -0.1573 0.0147 0.0065 0.349
H -0.083496 15.344608 -22.156483 0.1693 -0.3817 0.6523 0.025
H 7.205865 16.130459 -22.992641 -0.2541 -0.1153 0.2421 0.264
H 5.197677 21.348261 -11.714345 0.1674 -0.0895 0.4032 0.371
H -0.732898 12.270414 -27.924273 -0.2844 -0.5586 0.3209 0.435
H 3.768546 24.076743 -19.757029 0.2768 0.3970 0.0315 0.626
H 6.759086 17.805995 -23.303688 0.1045 0.0477 0.4897 0.426
H 8.114258 18.974138 -14.231631 -0.0309 0.4992 -0.2403 0.474
H 2.616739 25.777902 -18.346249 -0.0903 0.2013 -0.0010 0.417
H -2.536035 14.590052 -22.819812 0.2774 0.1529 0.2242 0.377
H 2.410347 21.183218 -19.496781 -0.1990 0.0797 -0.4750 0.497
H 6.597011 18.185640 -14.503753 -0.1677 0.0189 0.0666 0.296
H 0.619776 28.739098 -19.409113 0.0941 0.0572 0.3228 0.445
H 0.216841 25.994393 -18.544058 -0.3607 0.6000 -0.3229 0.420
H 1.261092 14.121592 -22.334768 -0.3132 -0.1701 0.3417 0.742
H 3.105732 17.435628 -22.485541 -0.1913 0.5175 0.0059 -0.066
H -5.010651 19.285744 -24.994561 -0.1417 0.2551 0.1137 0.435
H -0.085802 21.204491 -20.812853 0.5074 0.0486 0.2236 0.540
H 2.777934 20.927542 -12.016793 0.5648 -0.3531 0.0258 0.429
H 0.594756 22.326961 -18.528894 0.0805 -0.1286 -0.2307 -0.185
H 4.811293 17.439975 -18.506459 -0.1845 -0.5476 -0.1284 0.107
H 3.532351 21.421229 -15.466430 -0.5907 -0.0842 -0.2417 0.720
H 4.474282 18.010070 -14.154065 0.0638 0.2369 -0.1877 0.347
H 7.005815 20.139624 -16.235734 -0.2409 -0.4197 -0.2962 0.434
H 4.803579 24.585352 -22.194527 0.2154 0.6391 0.6853 0.367
H -1.594581 15.563694 -23.964609 -0.1116 0.0859 -0.0956 0.467
H 1.927254 27.832967 -18.598265 -0.0278 -0.1168 -0.0562 0.330
H -4.058457 23.902798 -17.888684 -0.1166 -0.0066 -0.1692 0.259
H -6.211670 21.052493 -24.451227 0.1323 -0.2026 0.1591 0.301
H -1.175383 17.243638 -20.752862 -0.0869 -0.8460 0.7049 -0.160
H 8.181545 16.593423 -19.357513 -0.1131 0.0563 0.1360 0.498
H -2.895280 20.072185 -18.839553 0.1064 -0.1966 0.0184 0.351
H 4.361281 14.838969 -23.143712 -0.1888 0.2576 -0.1401 0.411
H -0.312943 28.000194 -21.873548 0.5774 -0.1724 -0.1776 0.430
H -3.772753 17.752762 -22.729861 -0.1430 0.0740 0.4540 0.242
H -1.603391 10.600151 -26.227746 -0.0896 0.3760 -0.2822 0.472
H 6.301077 16.646536 -17.878475 -0.2036 -0.3466 -0.0908 0.633
H 1.760724 24.323195 -18.155987 0.1912 -0.5549 -0.4233 0.382
H -3.146049 22.982189 -17.089475 0.0119 0.1101 0.0601 0.271
H 1.752887 26.842985 -23.329421 -0.1598 -0.1799 0.1530 0.339
H -0.963828 15.763580 -18.357227 -0.1941 0.1735 -0.2622 0.356
H -1.403747 20.798069 -19.826523 0.1617 0.2077 0.6315 0.046
H -3.626856 21.205721 -24.778914 0.6478 0.0846 0.0808 0.438
```
Positions in Å, forces in eV/Å.

Values from the calculation:
* total charge: 0
* relative energy (zero: lowest compared OMol25 entry of this formula, charge and spin): 0.0 kcal per mole
* Kohn-Sham gap: 7.90 eV
* molecular weight: 997.6 g/mol
* SMILES string: CC1(C)CCCC(C)(C)N1O.CC1(C)CCCC(C)(C)N1O.CC1(C)CCCC(C)(C)N1O.CC1(C)CCCC(C)(C)N1O.CC1(C)CCCC(C)(C)N1O.CC1(C)CCCC(C)(C)N1O.O.O.O